# 1
{"formula": "C25H45BCl10O4SSi", "method": "ωB97M-V/def2-TZVPD", "total_charge": 0, "smiles": "COB(O)[Si@@](S)(CCCCCOC(C)=O)Cc1ccccc1.ClCCCl.ClCCCl.ClCCCl.ClCCCl.ClCCCl", "largest_force_ev_per_a": 8.79, "elements": ["H", "H", "H", "C", "C", "C", "Cl", "H", "H", "H", "H", "H", "C", "H", "B", "Cl", "H", "H", "Si", "H", "H", "H", "C", "C", "C", "H", "H", "O", "C", "S", "H", "Cl", "H", "Cl", "H", "O", "H", "C", "C", "H", "H", "H", "H", "C", "Cl", "H", "C", "H", "H", "H", "H", "O", "H", "H", "H", "H", "C", "O", "H", "H", "C", "H", "H", "C", "C", "C", "C", "C", "H", "C", "H", "H", "C", "Cl", "H", "Cl", "Cl", "Cl", "H", "H", "C", "C", "Cl", "H", "H", "C", "C"], "positions_angstrom": [[-1.4913, 2.3063, -0.4424], [-3.4666, 0.4936, -3.8712], [-2.7760, 1.6288, 0.7590], [-2.7722, 5.5313, 5.1547], [-1.7485, 1.3502, 0.2192], [4.6726, 3.7556, 1.3374], [-3.1666, 2.5459, -2.7793], [-1.0479, -2.7479, -1.5439], [-4.9969, 5.8577, -9.6455], [-2.6277, -5.9773, 2.3504], [-4.3599, 4.1268, 5.5359], [1.5195, -0.5401, 5.5359], [-0.2811, -1.9163, -1.1680], [-3.2824, 2.2856, -5.6757], [-0.8777, 0.0399, 3.0686], [-2.7723, 2.9231, 4.3011], [-0.9301, -6.4457, 2.5434], [3.8505, 4.8851, -0.7057], [-0.4005, 1.1815, 1.5838], [-2.2869, -0.9380, 0.0115], [1.6121, -1.5285, -2.4672], [-4.6645, 1.1978, -5.8879], [-4.0519, 1.4166, -3.8349], [-1.6138, -5.5925, 2.4965], [2.9460, -3.7139, -2.2839], [5.8324, 3.9287, 1.1165], [7.4517, -6.8767, -0.2518], [3.2733, -3.6367, -3.5892], [5.9580, -7.3665, 1.2204], [1.4856, 0.3932, 0.7973], [-2.9832, 4.2954, -9.5690], [-1.0026, 5.6729, 5.2925], [-1.4728, -1.8057, 2.4510], [0.1066, -4.2729, 4.1789], [-5.9672, 4.6153, -8.8364], [1.4874, -3.6601, -1.9355], [-3.2030, 6.2632, 5.8448], [-0.8352, -0.4342, -1.6892], [0.9282, -0.7486, 4.5225], [-3.5743, 4.7775, -7.9700], [0.4818, -1.8452, 4.6414], [1.1320, 4.4326, -0.0914], [2.3161, 2.1451, 4.0810], [-1.5571, -4.7589, 3.7672], [-1.2110, -4.6394, 1.0474], [0.0569, 0.3541, -1.7394], [3.5320, 4.3192, 0.2797], [3.6272, -3.4460, -0.1249], [1.7450, -0.7074, 3.6590], [-2.1638, -3.8523, 3.6817], [-3.0579, 5.8147, 4.1370], [-0.1494, 0.2414, 4.3694], [-1.9336, -5.3428, 4.6117], [-3.0071, 0.2105, -1.3024], [5.1063, 2.5576, 3.4752], [-5.0129, 1.1928, -3.3617], [-2.0325, -0.0088, -0.6528], [-1.8849, -1.0363, 2.9826], [8.0652, -6.8566, 1.4101], [-2.8968, 3.8138, 6.4851], [1.9346, 4.0286, 0.6626], [-1.2187, -0.6200, -2.8043], [5.0293, -3.1183, -1.4336], [-5.1030, 4.7809, -9.4869], [2.7173, 2.6968, 3.1298], [4.2866, 2.9620, 2.7349], [-3.8277, 4.2202, -8.8770], [1.5712, 3.2270, 2.0532], [4.5183, -4.9273, -0.9602], [-0.0494, 2.9570, 2.3478], [5.0752, -7.0488, 0.6572], [2.0564, -2.0154, -0.6966], [-3.2668, 4.1371, 5.5073], [-4.0027, 2.5135, -8.4008], [1.7078, -0.8822, 1.4091], [-5.4620, 4.0598, -11.0758], [5.6154, -7.1456, 2.9545], [6.9716, -4.8478, 0.8198], [-0.6851, 3.7911, 1.7982], [6.0969, -8.4393, 1.0600], [4.1435, -3.8245, -1.1238], [1.2778, -2.2180, -1.5765], [-5.3509, 3.3550, -5.2794], [-0.3138, 3.0169, 3.4864], [-0.3167, -1.8727, 0.0230], [7.2036, -6.6128, 0.7808], [-4.2349, 1.9681, -5.2403]], "forces_ev_per_a": [[-0.5, -2.2, 1.1], [0.0, 0.1, -0.1], [2.2, -0.5, -1.0], [-0.3, 0.0, 0.0], [-1.1, 0.2, -0.5], [-3.1, -0.4, 0.6], [-0.1, 0.1, -0.1], [2.0, 1.7, 0.8], [0.1, -0.2, 0.0], [0.1, 0.1, 0.1], [0.2, 0.1, -0.1], [-1.4, -0.2, -2.2], [0.2, 0.4, 0.7], [-0.3, 0.0, 0.2], [-0.5, -2.5, 3.4], [-0.2, 0.0, 0.0], [-0.1, 0.3, 0.0], [-0.8, -1.3, 2.3], [-0.2, 1.6, -0.7], [0.5, 1.9, -1.0], [-0.8, -1.4, 1.5], [0.1, 0.1, 0.2], [-0.2, -0.1, -0.2], [-0.1, -0.2, 0.3], [1.2, 0.1, -6.3], [-2.9, -0.4, 0.5], [-0.1, 0.0, 0.2], [-2.1, -0.6, 8.5], [0.1, 0.0, -0.2], [0.4, -1.4, 0.6], [-0.3, -0.1, 0.1], [0.0, -0.1, -0.1], [-1.1, 1.7, 1.0], [0.0, -0.2, -0.1], [0.2, -0.1, -0.1], [3.6, 1.5, -0.3], [0.1, -0.2, -0.1], [0.5, -1.0, -0.1], [0.9, -1.1, 1.1], [-0.2, -0.1, -0.1], [1.0, 2.5, -0.5], [1.5, -1.0, 1.8], [1.1, 1.2, -2.0], [-0.3, -0.1, -0.1], [0.1, 0.1, 0.0], [-2.1, -1.7, 0.2], [-1.0, -2.6, 4.2], [1.4, -0.9, -2.0], [-1.9, 0.0, 1.7], [0.2, -0.1, 0.0], [0.1, -0.2, 0.2], [-0.2, -1.3, -2.8], [0.1, 0.0, -0.2], [2.0, -0.5, 1.5], [-1.7, 1.0, -1.8], [0.2, 0.2, -0.1], [-0.7, 0.6, -1.3], [3.1, 0.0, -0.7], [-0.3, 0.1, -0.1], [0.0, 0.1, -0.3], [3.8, -1.1, 2.4], [0.7, 0.6, 2.4], [-1.9, -1.5, 0.5], [0.1, 0.1, 0.3], [1.0, 2.4, -4.5], [-3.6, 1.0, -2.1], [0.0, 0.4, 0.0], [2.1, 1.4, -0.6], [-0.9, 2.3, -0.6], [1.6, 1.2, -0.3], [0.2, 0.0, 0.2], [-2.0, -0.1, -1.7], [-0.1, 0.3, 0.2], [0.1, 0.0, -0.3], [-0.8, 1.7, -0.6], [0.0, 0.0, 0.0], [0.0, 0.0, 0.0], [0.0, 0.0, 0.1], [1.4, -1.7, 1.1], [0.1, 0.2, 0.0], [-1.6, 0.5, 0.2], [0.3, 0.6, 0.3], [0.0, 0.1, 0.1], [0.8, -0.2, -2.2], [0.0, -0.3, -2.6], [0.0, -0.3, -0.1], [0.2, -0.3, 0.1]]}


# 2
{"formula": "C22H61InN5Na2O10S", "method": "ωB97M-V/def2-TZVPD", "total_charge": 3, "largest_force_ev_per_a": 5.27, "elements": ["H", "C", "H", "H", "C", "H", "H", "C", "O", "H", "C", "C", "H", "O", "Na", "H", "H", "H", "H", "H", "C", "H", "H", "H", "H", "H", "C", "O", "H", "H", "H", "H", "N", "O", "H", "H", "O", "H", "H", "H", "H", "C", "C", "In", "C", "C", "C", "Na", "H", "H", "O", "C", "C", "O", "H", "H", "H", "H", "H", "H", "H", "H", "H", "C", "H", "H", "H", "H", "H", "H", "H", "S", "H", "H", "C", "H", "H", "H", "N", "O", "H", "O", "C", "C", "H", "H", "H", "C", "O", "C", "N", "H", "H", "C", "H", "C", "N", "H", "H", "N", "H", "H"], "positions_angstrom": [[-1.8873, 8.3476, -3.5495], [-1.5184, 8.5930, -2.5536], [4.1177, 0.5757, 8.0046], [-6.1674, 2.9852, -2.5825], [1.3674, 0.1863, 7.5391], [0.7926, -0.4834, 9.6628], [0.4312, 1.8990, -4.7744], [5.1177, -3.7685, -4.3544], [-0.5696, 1.6704, -0.2336], [8.2955, -1.6622, -0.7014], [5.0185, -3.3219, -2.8368], [0.2640, 2.3034, -10.4775], [1.5884, -7.7976, 6.9390], [2.8337, 0.0486, 9.6631], [-1.6472, -3.6400, -1.6376], [0.4108, 3.0948, -11.2126], [1.1818, 1.0542, -8.2099], [5.9771, -1.2588, -2.8308], [-0.5342, -0.7398, 7.3859], [4.0856, -5.8560, 3.9688], [-8.5982, 2.5600, -2.7696], [2.7605, -5.1711, 3.0845], [1.7477, -1.5531, 8.8382], [2.1491, 0.0902, 6.7856], [1.0032, 1.5189, -10.6390], [4.8658, 0.5840, 9.5772], [0.2215, -8.7711, 5.7494], [0.6985, 2.8366, -9.2248], [-0.7746, 1.9759, -10.5251], [0.7819, -5.6721, 6.3601], [-0.5487, -8.5360, 5.0149], [-0.9439, 9.5138, -2.6541], [3.6943, -2.8931, -2.6001], [-1.6361, 0.5730, 1.5254], [-10.7973, 1.0275, -2.8489], [3.6843, -4.1724, 4.2419], [6.2423, -2.1940, -0.9510], [7.1433, -1.4036, 0.7132], [-7.9722, 2.2373, -3.6016], [-1.2020, 5.6823, -1.1679], [-0.0800, 3.3396, -6.7199], [-10.3376, 1.2747, -1.8920], [-7.9349, 3.6947, -1.9907], [-6.2387, -0.5311, 1.6978], [2.0913, 3.1038, -6.3706], [3.2542, -5.1566, 4.0562], [0.6383, 2.5221, -6.7820], [-0.3499, -3.3713, 2.9017], [0.1165, 7.7345, -1.3824], [3.5592, -2.0986, -3.2089], [-2.0802, -0.1693, -0.4979], [1.0711, -7.5369, 6.0156], [0.9749, 1.6617, 7.9050], [2.3811, -5.8128, 4.9872], [-6.1335, 4.0329, -1.4142], [5.0398, -4.1785, -2.1632], [-0.2575, 6.8695, -2.7517], [5.8578, -4.5381, -4.5735], [-7.2992, 5.0928, -3.7017], [1.6212, -7.4230, 3.9716], [-0.2497, -9.1144, 6.6704], [1.8940, 2.0956, 8.2988], [2.9528, -7.8941, 5.0379], [-7.8735, 5.0753, -2.7755], [5.4497, -2.9122, -4.9414], [4.1472, -4.0616, -4.7546], [2.2692, 3.6905, -5.4693], [4.4752, -0.9131, 8.7570], [-0.3884, -6.3895, 5.3931], [-0.6209, 1.2989, -5.8749], [-0.4849, 1.4198, -8.3465], [-1.0187, 0.4215, 0.2687], [0.7617, 2.2849, 7.0364], [-0.0598, -0.1322, 6.0049], [4.1024, 0.0869, 8.9787], [0.2122, 1.8050, 8.6704], [-10.5188, 0.6492, -1.0179], [-2.3358, 8.9031, -1.9027], [0.3513, 1.5126, -5.7042], [-1.5521, 6.5753, -1.1278], [-8.8143, 5.4178, -3.2065], [-8.9436, 1.4452, -1.9328], [2.0822, -7.2451, 4.9431], [1.6225, -0.4767, 8.9561], [-8.4229, 3.8437, -1.0275], [-7.3766, 5.8487, -2.1897], [2.4549, 3.8773, -7.0471], [0.4801, 1.8859, -8.1476], [0.0083, -0.6092, 0.3374], [-0.7555, 7.4338, -1.9632], [0.2951, -0.6004, 6.8264], [7.0952, -2.5114, -2.8835], [-9.4946, 3.0480, -3.1522], [7.2944, -1.3910, -0.3662], [7.2524, -0.3287, -0.6069], [6.1480, -2.2503, -2.4116], [0.1425, -6.4461, 6.2505], [3.6375, -2.4015, -1.7196], [2.8724, 2.3470, -6.2992], [-6.6448, 3.2187, -1.7236], [0.7943, -9.6434, 5.4346], [-10.8122, 2.1634, -1.4759]], "forces_ev_per_a": [[-0.3, 0.0, 0.1], [-0.4, 0.4, 0.2], [-0.6, 0.4, -0.1], [0.0, -0.3, -0.3], [-2.4, 0.1, 1.1], [0.0, 1.1, -0.1], [0.2, 0.2, 0.0], [0.5, 0.9, 0.9], [0.6, 1.9, -1.0], [0.0, -0.7, 0.3], [1.9, -0.7, -0.3], [1.4, 0.5, 0.2], [0.2, 0.6, 0.2], [-1.2, 0.0, -1.1], [0.2, 0.3, -0.4], [0.0, -0.1, 0.1], [0.5, -0.1, -0.2], [-0.7, 0.3, 0.1], [0.0, 0.0, 0.5], [0.5, 0.3, -0.4], [-1.2, 1.0, 0.5], [-0.1, 0.3, -0.5], [0.5, -0.3, -0.4], [0.7, 0.5, 0.8], [-0.5, -0.5, -0.8], [-0.5, 0.0, 0.4], [0.3, -0.5, 0.0], [-0.9, -0.5, 1.6], [0.0, -0.2, 0.4], [-0.6, 0.8, -0.1], [-0.1, -0.2, -0.2], [0.5, -0.3, 0.0], [-1.7, 2.1, -0.1], [-1.1, 1.2, 5.0], [0.0, -0.4, 0.2], [-0.7, 0.0, 1.0], [0.2, 0.2, -1.1], [0.3, -0.6, -0.1], [0.1, 0.0, 0.0], [0.2, 0.0, 0.0], [-0.1, 0.3, 0.1], [-0.3, 0.6, 1.7], [-0.8, 0.5, -1.6], [-0.2, 0.4, -0.1], [-0.1, 0.3, -1.4], [0.2, -3.1, -0.5], [2.2, 0.5, 2.6], [0.5, 0.2, 0.4], [0.0, 0.5, 0.4], [-0.6, 0.2, -0.7], [-2.3, -1.2, -3.4], [-0.6, -1.3, 1.1], [1.3, -0.1, -0.9], [-0.1, 1.1, 1.1], [0.6, 0.0, 0.6], [1.2, -0.3, -0.1], [-0.3, -0.4, -0.3], [-0.1, -0.1, 0.4], [0.6, -0.9, 0.0], [-0.1, -0.2, -0.4], [-0.2, 0.4, 0.0], [0.0, 0.1, 0.3], [0.3, 0.3, 0.0], [-0.3, -0.6, -0.4], [-0.1, 0.2, -0.1], [0.0, -0.1, 0.3], [-1.3, -0.3, 0.7], [-0.1, -0.4, 0.2], [-0.3, 0.6, -0.2], [-0.3, -0.7, 0.5], [-0.5, 0.1, 0.6], [1.2, -1.9, -0.8], [-0.3, -0.2, -0.2], [0.4, 0.5, -0.1], [-0.4, -0.6, -0.3], [-0.1, -0.5, -0.2], [-0.2, -1.1, -0.7], [-0.2, -0.3, 0.0], [-0.8, 0.7, -1.8], [-0.2, 0.5, -0.6], [-0.5, 0.1, 0.8], [0.7, 0.6, -0.8], [0.4, 1.3, -1.3], [2.7, -0.5, -0.7], [-0.4, 0.1, -0.1], [-0.4, 0.0, 0.4], [-0.2, -0.4, -0.8], [0.8, 0.6, -1.4], [1.3, -0.9, 0.2], [0.8, -0.4, 0.2], [0.1, 0.0, 0.6], [0.3, -0.6, 0.3], [-0.3, -0.6, -0.4], [-0.6, 0.3, -0.6], [-0.6, 0.2, -0.5], [-0.3, -0.9, 0.7], [0.7, -0.3, 0.5], [0.1, -0.3, 0.8], [-0.3, -0.4, -0.4], [2.6, 0.2, 1.0], [0.1, 0.1, -0.4], [-0.1, 0.7, -0.6]]}


# 3
{"formula": "C4H9NO2", "method": "ωB97M-V/def2-TZVPD", "total_charge": 0, "smiles": "CC(C)NC(=O)O", "largest_force_ev_per_a": 1.47, "elements": ["H", "C", "O", "C", "N", "C", "H", "H", "H", "C", "H", "H", "H", "O", "H", "H"], "positions_angstrom": [[-1.6399, 1.6628, -0.3691], [0.9864, 0.0779, 0.6964], [0.2558, 0.4560, 1.5781], [-0.8218, -0.2215, -1.0019], [0.5833, -0.2255, -0.5696], [-1.6406, -1.1633, -0.0992], [-0.9999, 1.5098, -2.1819], [-0.6983, -0.6692, -1.9906], [-2.2844, -0.6154, 0.5953], [-1.5108, 1.1188, -1.3048], [1.3143, -0.1293, -1.2522], [-2.5462, 0.9157, -1.5995], [-2.2616, -1.8683, -0.6515], [2.3425, 0.0075, 0.7892], [-0.9517, -1.6924, 0.5558], [2.5350, -0.2093, 1.7069]], "forces_ev_per_a": [[0.6, 0.7, -0.4], [-0.5, 1.0, -1.0], [0.1, -0.6, 0.5], [-0.1, -0.8, -0.7], [0.1, 0.7, 0.5], [0.1, 0.4, 0.5], [0.0, 1.0, 0.5], [-0.4, -0.4, 0.0], [0.0, 0.1, -0.2], [-0.2, -1.2, 0.6], [-0.1, -0.3, -0.2], [0.2, -0.3, -0.2], [0.1, 0.1, -0.1], [-0.1, -0.5, 0.1], [-0.1, -0.4, -0.2], [0.2, 0.3, 0.2]]}


We obtain LUMO values of 0.2 -12.7 0.8 eV for the records listed above, in that order.